No. 1
Entry from the OMol25 dataset: C27H40CrN3O2S2 as an isolated structure in a non-equilibrium geometry (ωB97M-V with the def2-TZVPD basis set).

Output
Calculated total energy: -87308.66356 eV
2S+1: 5
Total charge: -1
Orbital gap (alpha / beta): 5.65 / 6.58 eV
Molar mass: 554.8 g mol⁻¹

XYZ file:
```
75
C27H40CrN3O2S2 (ωB97M-V with the def2-TZVPD basis set)
H -0.2858 -4.6262 0.6275
C -0.6725 -0.8232 1.4336
C 0.9385 -1.9777 -2.6337
O -0.8658 3.8544 -0.6931
N -0.9127 0.8995 -1.8237
C -0.5023 -1.7869 0.4659
C 2.0474 2.0525 -3.6132
C 3.0097 -1.7695 -1.3034
C 1.0973 1.7363 -2.6129
H 2.6347 2.8298 0.0646
H 0.7447 -1.3952 3.6520
H 2.3775 1.9383 3.6977
H 2.3492 -4.2215 -1.6679
C -0.7599 5.4754 1.0915
H 1.6763 2.5223 2.1898
H -3.1938 -1.4490 0.5552
H 1.3139 -1.0331 -3.0186
C -5.5574 1.0867 -0.3352
H -0.4728 0.8854 -3.8716
S -4.5873 -0.0368 -1.3786
C 1.6330 -3.7619 -0.9863
H -0.9632 0.4465 3.8676
C -0.5380 4.0974 0.4799
H -3.6745 -3.1400 0.6848
H -0.1393 -1.8963 -2.5795
S -2.6289 1.3822 0.4305
H -1.9668 -4.8521 1.0969
C 3.4562 2.9595 -1.9149
O -0.0328 3.2149 1.2205
C 0.9285 0.6017 2.8119
H 3.9496 2.9343 -4.0213
H 2.3487 -1.0320 3.0191
H -5.3370 0.8792 0.7053
C -2.8964 -2.4197 0.9380
H -1.4952 -0.7783 2.1209
H -2.8373 -2.3689 2.0229
C 3.2198 2.6666 -3.2694
C -2.9810 0.6156 -1.0727
H 1.9671 -3.9423 0.0328
H -0.6700 2.0194 3.1221
C 2.4871 2.6230 -0.9879
H 0.6799 -4.2524 -1.1332
C 1.3056 -0.3840 0.4427
H 3.5508 -2.3228 -2.0714
H -0.8883 -3.8765 2.0984
C -0.2052 1.1944 3.6539
C 1.5501 -2.2522 -1.2497
H -1.6773 5.4428 1.6773
H -6.6020 0.9054 -0.5577
Cr -0.2691 1.6138 -0.1027
H 3.5061 -1.9390 -0.3509
H -5.2761 2.1053 -0.5774
N -2.1458 0.4697 -2.0530
H 2.3099 -0.0154 0.3204
N 1.3407 2.0340 -1.2883
H -1.0521 -3.6143 -1.6880
H -2.2342 -2.2996 -1.6567
H 1.1983 -2.7648 -3.3412
H -2.7037 -3.9314 -1.1883
C 0.7803 -1.5243 -0.1588
C -1.8957 -3.2009 -1.1490
H 2.9026 1.2440 2.1653
H 1.8290 -0.3265 4.5570
H 3.0704 -0.7139 -1.5516
C 0.4189 0.1146 1.4560
C 2.0455 1.6419 2.7019
H 1.8112 1.8090 -4.6388
H 0.1871 1.5611 4.6026
C -1.5641 -2.8714 0.3089
C -1.1437 -4.1386 1.0738
C 1.4992 -0.6178 3.5585
H -0.8506 6.2308 0.3174
H 4.3746 3.4331 -1.6044
C -0.1307 1.1303 -2.8718
H 0.0693 5.7062 1.7549
```

No. 2
Entry from the OMol25 dataset: an isolated molecule of C7H12 in a non-equilibrium geometry (ωB97M-V with the def2-TZVPD basis set).

Output
Calculated total energy: -7451.91479 eV
SMILES: C[C@]12CC[C@H](C1)C2
Orbital gap: 11.22 eV
Molar mass: 96.2 g mol⁻¹

XYZ file:
```
19
C7H12 (ωB97M-V with the def2-TZVPD basis set)
C -0.1957 -0.8285 1.1359
C 0.6796 0.0261 0.0787
H 2.3183 0.7274 -0.9696
H -0.5434 -0.3441 2.0077
C -0.1361 1.3894 0.0746
C 2.1601 0.1521 -0.0147
H -0.1438 -0.6209 -2.0893
H 2.7067 0.7217 0.7312
H -2.3591 1.1471 0.6389
H 0.2466 1.9615 -0.7926
H -2.2062 -1.2450 -0.2901
H 0.5719 -1.8263 -0.9355
H 0.0669 1.9281 0.9537
C -0.0178 -0.8839 -0.9902
C -1.5267 0.7635 -0.1032
H -1.9036 0.9719 -1.1660
H 2.6160 -0.7672 -0.0955
C -1.2132 -0.7618 -0.0892
H 0.1284 -1.7962 1.4560
```

No. 3
Entry from the OMol25 dataset: a 20-piece molecular cluster, H39O20 overall in a non-equilibrium geometry (ωB97M-V with the def2-TZVPD basis set).

Output
Calculated total energy: -41582.91734 eV
Total charge: -1
Orbital gap: 8.11 eV
Molar mass: 359.3 g mol⁻¹

XYZ file:
```
59
H39O20 (ωB97M-V with the def2-TZVPD basis set)
H 5.0750 0.2848 0.1207
H 2.2663 2.9117 0.4209
H -2.2772 -3.1870 2.9417
O 1.3165 4.9367 -2.9519
H -4.4009 0.8974 -1.6682
O -3.9805 -1.2104 1.7282
H 2.2652 0.1087 -0.1393
O 1.3872 2.7637 2.5062
H -0.3149 -0.5047 4.8648
H -0.1478 0.5606 -1.7032
H 0.2822 -4.8092 -1.8843
H 5.9474 -0.5184 -0.8139
H -0.8509 1.9189 -3.7318
O -1.7540 -3.5133 2.2081
H 0.0395 -2.6821 -2.7812
O 0.2121 -5.2718 2.2826
H -0.6672 -4.9018 2.1245
H 1.9296 3.1592 -1.1581
O 0.7841 -3.0773 -2.2311
H 1.1555 0.3291 4.9766
H -3.3937 -0.5442 -4.8631
O -0.0812 -1.1581 2.6474
H -3.2692 -0.6026 1.4461
H 1.0327 3.5411 2.9197
H 1.2495 -0.3358 0.8683
H 1.6413 5.4100 -2.1453
O -3.5574 -1.2928 -4.3008
O 0.2253 0.2428 5.1095
H -3.5097 -1.0966 -3.3423
O 2.1290 -0.6259 0.4759
H 1.3331 -3.0173 -3.0479
H 3.5439 2.1213 -0.0226
H -2.1401 -0.3219 -0.1976
O 4.4679 2.1595 0.0972
H 4.6187 3.0405 0.4173
H -0.7011 1.9123 1.6900
H -0.8744 -1.5560 2.9781
H 0.3671 4.9261 -2.9740
O 2.3086 3.4831 -0.3471
H -2.1083 2.8616 0.1523
O -2.6487 3.1685 0.9027
H -1.7401 0.6173 -3.6909
H 0.8706 -4.5579 2.2719
O 0.6306 -5.6294 -1.4521
O -1.6157 1.4717 -3.2917
O -3.5840 0.6846 -2.1132
H 1.0516 1.1930 -1.7328
H -1.7525 -2.7924 1.5643
O 5.9914 0.2076 -0.1943
H -3.9745 -1.9522 1.1380
H 1.1216 1.9898 2.9987
H 0.1916 -5.8791 -0.6227
H -0.3139 -0.5522 1.8962
O -0.4465 1.9179 0.7545
H -1.0534 1.1028 0.3984
O 0.6575 0.4701 -2.2763
O -1.8711 -0.0905 0.6990
H -3.4978 2.7060 0.9511
H -3.3140 1.5137 -2.5856
```